# 1
Here is a structure of composition C30H30N11OPtS2 at a distorted geometry from OMol25. Energies are from ωB97M-V/def2-TZVPD.

Properties
molar mass	819.9	g mol⁻¹
ΔE to the lowest compared entry with this formula, charge and spin	0.000	eV
HOMO (spin up / spin down)	-15.51 / -16.00	eV
gap between HOMO and LUMO (spin up / spin down)	7.6 / 5.0	eV
multiplicity	5
net charge	+3

Element x y z (Å)
Pt  0.45  -1.41  1.55
N  0.37  -1.30  3.89
C  1.30  -0.39  4.55
C  2.77  -0.78  4.38
C  3.30  -0.62  2.96
N  2.71  -1.60  2.05
H  -0.59  -1.04  4.10
H  0.50  -2.26  4.23
H  1.08  -0.37  5.63
H  1.14  0.62  4.16
H  2.91  -1.81  4.72
H  3.35  -0.13  5.03
H  4.39  -0.74  2.99
H  3.09  0.39  2.60
H  2.88  -2.54  2.39
H  3.13  -1.53  1.12
C  2.10  3.80  -0.15
N  1.92  2.37  -0.14
C  1.20  1.61  0.69
N  1.28  0.35  0.30
C  2.07  0.39  -0.79
N  2.47  1.60  -1.07
C  1.61  4.37  -1.46
C  2.40  5.20  -2.26
C  1.89  5.75  -3.44
C  0.61  5.44  -3.86
C  -0.17  4.58  -3.08
C  0.32  4.07  -1.87
C  -1.48  4.18  -3.50
N  -2.14  4.52  -4.59
N  -3.27  3.88  -4.60
C  -3.32  3.12  -3.52
O  -2.20  3.29  -2.79
C  -4.35  2.22  -3.10
C  -5.51  2.05  -3.88
C  -6.47  1.16  -3.45
C  -6.29  0.45  -2.27
C  -5.14  0.61  -1.49
C  -5.01  -0.18  -0.21
N  -3.71  -0.13  0.42
C  -2.57  -0.73  0.09
N  -1.65  -0.45  1.00
C  -2.30  0.35  1.88
N  -3.54  0.56  1.54
C  -4.17  1.50  -1.91
H  3.16  4.04  -0.01
H  1.52  4.22  0.68
H  0.65  1.96  1.54
H  2.35  -0.47  -1.38
H  3.41  5.43  -1.96
H  2.51  6.41  -4.02
H  0.21  5.84  -4.78
H  -0.31  3.44  -1.26
H  -5.62  2.60  -4.80
H  -7.38  1.02  -4.03
H  -7.06  -0.25  -1.95
H  -5.28  -1.22  -0.39
H  -5.71  0.23  0.52
H  -2.42  -1.32  -0.79
H  -1.86  0.79  2.76
H  -3.28  1.67  -1.33
S  -0.82  -3.51  1.61
C  0.45  -4.57  1.29
N  1.69  -4.19  1.14
C  2.52  -5.23  0.93
C  3.90  -5.17  0.74
C  4.62  -6.34  0.60
C  3.98  -7.59  0.64
C  2.61  -7.69  0.79
C  1.87  -6.52  0.93
S  0.18  -6.33  1.17
H  4.39  -4.21  0.70
H  5.69  -6.30  0.46
H  4.57  -8.49  0.56
H  2.12  -8.65  0.80



# 2
Here is a structure of composition C30H30N2OSbTc at a distorted geometry from OMol25. Energies are from ωB97M-V/def2-TZVPD.

Properties
molar mass	654.3	g mol⁻¹
ΔE to the lowest compared entry with this formula, charge and spin	0.772	eV
HOMO (spin up / spin down)	-19.48 / -19.50	eV
gap between HOMO and LUMO (spin up / spin down)	4.1 / 4.2	eV
multiplicity	1
net charge	+4

Element x y z (Å)
Tc  -0.67  0.65  0.99
C  -4.09  3.90  3.61
C  -3.26  2.71  3.48
C  -2.89  1.76  4.43
C  -2.08  0.82  3.79
N  -1.95  1.17  2.49
N  -2.67  2.32  2.32
C  -1.45  -0.37  4.38
H  -4.19  4.18  4.65
H  -5.11  3.73  3.23
H  -3.69  4.74  3.04
H  -3.18  1.75  5.46
H  -2.91  2.67  1.40
H  -2.16  -0.87  5.04
H  -0.62  -0.06  5.02
H  -1.09  -1.05  3.62
O  -0.32  2.91  0.83
H  -0.52  3.48  1.59
H  0.47  3.30  0.44
C  -3.12  -0.42  -5.81
C  -2.92  -1.36  -4.81
C  -2.12  -1.06  -3.72
C  -1.47  0.17  -3.71
C  -1.66  1.12  -4.71
C  -2.47  0.80  -5.79
Sb  0.06  0.54  -2.19
C  -0.20  -1.16  -0.81
C  0.82  -2.09  -0.63
C  0.64  -3.20  0.19
C  -0.55  -3.37  0.89
C  -1.58  -2.45  0.75
C  -1.42  -1.31  -0.08
C  2.01  0.17  -3.18
C  3.05  1.07  -3.15
C  4.19  0.78  -3.91
C  4.23  -0.38  -4.65
C  3.17  -1.26  -4.67
C  2.02  -1.00  -3.92
H  -3.83  -0.63  -6.60
H  -3.39  -2.33  -4.86
H  -1.97  -1.80  -2.94
H  -1.18  2.09  -4.67
H  -2.62  1.53  -6.57
H  1.76  -1.97  -1.16
H  1.42  -3.94  0.27
H  -0.69  -4.24  1.52
H  -2.54  -2.63  1.23
H  -2.32  -0.78  -0.38
H  3.02  1.99  -2.58
H  5.01  1.48  -3.91
H  5.11  -0.60  -5.24
H  3.19  -2.17  -5.25
H  1.19  -1.69  -3.94
C  0.85  0.25  2.01
C  1.97  -0.14  2.67
C  3.17  0.63  2.68
C  4.31  0.13  3.27
C  4.30  -1.12  3.87
C  3.13  -1.89  3.89
C  1.98  -1.42  3.32
H  3.18  1.60  2.20
H  5.22  0.71  3.26
H  5.21  -1.51  4.33
H  3.14  -2.85  4.37
H  1.08  -2.01  3.32



no.,electronic energy (hartree)
1,-2753.49237
2,-1665.25430